Computed, not measured: the molecule C5H7Cl, with the ωB97M-V functional and the def2-TZVPD basis.

XYZ file:
```
13
Properties=species:S:1:pos:R:3
Cl 2.9328 -0.3412 -0.4629
C -0.3191 -0.2741 -0.0075
C 2.3499 0.6514 0.7191
C -0.4037 -1.5098 0.5759
C -1.2808 0.2646 -1.0139
C 0.8477 0.7275 0.6136
H 0.7782 1.7791 0.1526
H -1.2186 1.3921 -0.8359
H -0.9790 0.0980 -2.1104
H 0.2035 -1.5438 1.4670
H -2.2465 -0.1271 -1.0165
H 0.5179 1.1370 1.6550
H -1.1822 -2.2538 0.2640
```

Results
Energy above the lowest of the compared OMol25 structures with the same formula, charge and spin: 101.75 kcal/mol
HOMO energy: -8.82 eV
LUMO level: -0.20 eV
Orbital gap: 8.62 eV

Computed, not measured: a structure of composition C4H7NO, with the ωB97M-V functional and the def2-TZVPD basis.

XYZ file:
```
13
Properties=species:S:1:pos:R:3
O 1.8153 0.6910 0.4617
N -0.9477 0.5405 0.9802
C -1.1301 -0.6488 -0.4413
C -0.5220 0.7464 -0.4093
C 0.3165 -1.1978 -0.3444
C 0.9133 0.2268 -0.4950
H -1.8346 1.0491 1.0615
H 0.5389 -1.8653 -1.1860
H 0.5452 -1.7385 0.5784
H -0.9195 1.6333 -0.9020
H 1.3582 0.3930 -1.4799
H 1.3305 0.6936 1.3011
H -1.4640 -0.5234 0.8749
```

Results
Energy above the lowest of the compared OMol25 structures with the same formula, charge and spin: 129.36 kcal/mol
HOMO energy: -8.92 eV
LUMO level: 0.83 eV
Orbital gap: 9.75 eV

Computed, not measured: a structure of composition C33H50AsN2OP2Pt, with the ωB97M-V functional and the def2-TZVPD basis.

XYZ file:
```
90
Properties=species:S:1:pos:R:3
Pt 0.5674 0.4784 -0.0822
As -3.0836 0.3304 2.1389
P -0.7661 1.6900 -1.6003
P 2.0219 -0.6867 1.0491
O -3.0816 1.9507 1.8573
N 1.1812 0.6619 1.9607
N 0.5902 -0.7847 -1.7254
C -1.5149 3.9955 -0.3735
C -1.3677 0.2771 -2.5919
C 2.3857 -3.0906 2.6019
C 3.9750 0.1089 2.9447
C -0.3132 3.2163 -3.9927
C -2.9365 -0.9190 -4.0070
C -1.7357 -0.2764 3.3569
C -4.7739 -0.2244 2.9002
C 4.6392 0.3124 0.5090
C 3.0602 -3.3007 -2.8733
C 1.4300 2.0027 2.2259
C 3.5227 -2.7277 -0.6052
C 0.7966 2.5953 3.3341
C -2.1512 2.8118 -1.1162
C 1.6463 -1.6962 -1.6998
C 0.2122 -2.7782 1.4221
C 1.8381 4.7320 2.9060
C 1.3675 -2.0577 2.1195
C -0.9877 -2.0528 -3.1378
C 1.9882 -2.4275 -2.8517
C 2.4747 4.1696 1.8048
C -2.5238 0.2388 -3.3561
C -2.1609 -2.0633 -3.8694
C 3.8362 -3.4712 -1.7388
C 2.4617 -1.8258 -0.5376
C -2.9026 -0.7726 0.5728
C 2.2751 2.8411 1.4710
C -3.2177 3.3032 -2.1006
C -0.5338 -0.8814 -2.4962
C 0.3663 2.5078 -2.8260
C 0.9921 3.9277 3.6591
C 1.4148 3.3961 -2.1596
C 3.7989 -0.4511 1.5350
H 4.1695 -1.4758 1.5514
H 3.2229 -2.6454 3.1401
H 0.8849 1.6224 -3.2122
H 0.4276 3.4727 -4.7559
H 3.2955 -3.8327 -3.7885
H -0.3318 -3.4011 2.1398
H -2.8156 -1.8203 0.8596
H -3.1283 1.1297 -3.4468
H 0.5884 -3.4248 0.6263
H 0.9787 -1.5271 2.9896
H 5.0243 0.0255 3.2470
H -2.8130 3.6123 -3.0632
H 0.4661 4.3462 4.5104
H 1.8886 -3.7857 3.2850
H 0.9744 4.3051 -1.7459
H -1.1160 4.7356 -1.0735
H -3.7705 -0.6331 -0.0722
H -2.4773 -2.9903 -4.3353
H -1.0739 2.5886 -4.4608
H -0.7132 3.6682 0.2920
H -1.7941 -1.3578 3.4836
H -3.8489 -0.9284 -4.5893
H 2.1730 3.6936 -2.8901
H -4.9406 0.3516 3.8097
H 3.6914 1.1576 2.9962
H 2.7359 2.4350 0.5792
H -2.2740 4.4802 0.2424
H 2.7775 -3.6772 1.7694
H -2.6403 2.2225 -0.3336
H -5.5628 0.0062 2.1857
H -0.4819 -2.0704 0.9700
H 1.9037 2.8643 -1.3427
H -3.7238 4.1688 -1.6642
H 3.1259 4.7781 1.1859
H 0.1187 1.9849 3.9165
H -4.7791 -1.2899 3.1278
H 4.3324 0.0864 -0.5130
H 1.9843 5.7747 3.1592
H 4.6858 -4.1435 -1.7370
H -3.9840 2.5500 -2.2807
H 1.4180 -2.2747 -3.7586
H -1.8818 0.2266 4.3135
H 4.5676 1.3886 0.6653
H -0.7808 4.1482 -3.6683
H 4.1684 -2.8598 0.2548
H 5.6934 0.0378 0.6091
H -2.0010 -0.4634 0.0423
H 3.3667 -0.4290 3.6743
H -0.7695 0.0268 2.9292
H -0.4240 -2.9688 -3.0281
```

Results
Energy above the lowest of the compared OMol25 structures with the same formula, charge and spin: 0.00 kcal/mol
HOMO energy: -3.52 eV
Total charge: -1
LUMO level: 2.66 eV
Orbital gap: 6.18 eV

Computed, not measured: a cluster of 6 separate species, C12H37O6 in total, with the ωB97M-V functional and the def2-TZVPD basis.

XYZ file:
```
55
Properties=species:S:1:pos:R:3
O 0.2751 1.9157 0.6019
O -1.1264 -2.0488 -1.8720
O 1.8043 0.0026 -1.0571
O -1.9239 2.8097 -4.1170
O -0.1838 -1.0604 0.3857
O -1.9588 -0.7286 2.1603
C 2.7400 -1.0229 -1.4971
C 0.1593 2.4984 2.9065
C 2.8607 -2.0415 -0.3763
C -3.1373 -2.7796 2.7716
C -0.1918 1.3223 -3.3472
C 4.0755 -0.4168 -1.8777
C -1.9450 -1.8909 3.0654
C -2.5463 0.5261 -3.7240
C -1.6794 1.6731 -3.2678
C 2.3896 2.2616 1.7721
C -1.9577 -1.3907 4.4883
C 0.9252 2.7066 1.6330
H 0.5714 -0.4104 0.2430
H 0.4054 2.2074 -3.1241
H -3.0967 -3.6583 3.4222
H -2.4774 -0.3252 -3.0460
H -3.5844 0.8285 -3.8357
H -0.8801 -0.7334 1.0587
H -2.1328 -2.1787 5.2194
H 0.1882 1.4588 3.2203
H -3.1369 -3.1060 1.7349
H 4.0609 -0.0982 -2.9216
H 1.8229 0.7058 -1.7175
H -0.8731 2.8311 2.7948
H 3.2308 -1.5639 0.5373
H 0.7744 2.0840 -0.2039
H 2.9933 2.6129 0.9327
H 2.3233 -1.5429 -2.3680
H 1.9476 -2.6015 -0.1967
H -0.7608 -2.3002 -2.7283
H -2.8027 -0.7021 4.6215
H 3.6586 -2.7452 -0.6265
H 4.8631 -1.1567 -1.7547
H 4.3284 0.4522 -1.2693
H -0.6284 -1.2556 -0.4919
H 2.4760 1.1754 1.8387
H 2.8275 2.6793 2.6821
H -1.5567 2.6085 -4.9854
H 0.6259 3.0860 3.6997
H 0.9387 3.7573 1.3329
H 0.0709 0.9954 -4.3579
H -2.1970 0.1499 -4.6919
H -2.5957 -0.0766 2.4709
H -1.9684 -2.5177 -1.8071
H -1.9316 2.0320 -2.2712
H -4.0691 -2.2826 3.0467
H 0.0585 0.4993 -2.6680
H -1.0456 -0.8485 4.7288
H -1.0077 -2.3961 2.8325
```

Results
Energy above the lowest of the compared OMol25 structures with the same formula, charge and spin: 0.00 kcal/mol
HOMO energy: -12.64 eV
Total charge: +1
LUMO level: -2.61 eV
Orbital gap: 10.04 eV

Computed, not measured: the molecule C3H10N2O, with the ωB97M-V functional and the def2-TZVPD basis.

XYZ file:
```
16
Properties=species:S:1:pos:R:3
O 1.5777 2.1781 0.1515
N 0.8853 0.1519 0.9949
N -1.2375 -0.6835 -1.3050
C 1.3576 0.8055 -0.1700
C -1.3698 -0.4852 0.1466
C -0.1305 -0.8808 0.9229
H -1.6096 0.5446 0.3932
H 0.6258 0.7038 -0.9729
H 2.3056 0.3982 -0.5613
H -0.4338 -1.1373 1.9340
H -2.2036 -1.0913 0.5173
H 0.2323 -1.8194 0.4814
H -1.4167 0.1616 -1.8267
H 1.6659 2.6502 -0.6881
H 1.6349 -0.1121 1.6223
H -1.8835 -1.3842 -1.6400
```

Results
Energy above the lowest of the compared OMol25 structures with the same formula, charge and spin: 32.63 kcal/mol
HOMO energy: -8.69 eV
LUMO level: 1.05 eV
Orbital gap: 9.74 eV
Structure (SMILES): NCCNCO

Computed, not measured: a structure of composition C21H16F3IN3Rh, with the ωB97M-V functional and the def2-TZVPD basis.

XYZ file:
```
45
Properties=species:S:1:pos:R:3
I 2.2650 -0.7743 0.2270
Rh -0.1802 0.2687 0.5113
F -7.0377 -0.9562 0.0282
F -7.0042 0.8728 -1.1311
F -6.5220 -1.0175 -2.0756
N -2.3170 0.2570 0.1829
N -0.0797 2.2312 0.3428
N 1.1227 2.1813 -1.6676
C 3.9648 -0.2911 4.2194
C -0.6668 4.3222 1.3546
C 0.1450 -0.0019 2.4190
C -0.9777 0.0320 3.2270
C 2.8498 -0.1170 4.9927
C 0.5496 2.8714 -0.6665
C 0.3943 0.0382 5.1984
C -0.0072 4.9986 0.3145
C 1.4395 -0.1207 2.9987
C 1.5611 -0.0510 4.4103
C -2.6390 -0.5954 -0.8009
C -3.3018 0.9447 0.7763
C 3.8487 -0.4537 2.8264
C -0.8506 0.0313 4.6237
C -4.6262 0.7893 0.4331
C 2.6114 -0.3593 2.2573
C -4.9523 -0.1051 -0.5779
C -0.6849 2.9640 1.3291
C -6.4089 -0.3084 -0.9554
C -3.9422 -0.8055 -1.2130
C 0.5898 4.2844 -0.6791
H -1.7400 0.0462 5.2383
H -4.1509 -1.5049 -2.0094
H -5.3883 1.3653 0.9397
H 0.0253 6.0795 0.2974
H 4.7307 -0.6673 2.2375
H -3.0158 1.6533 1.5409
H 2.9376 -0.0442 6.0687
H 1.1000 1.1809 -1.7267
H 1.5745 2.6773 -2.4169
H 4.9451 -0.3425 4.6714
H -1.1440 4.8534 2.1639
H -1.9704 0.0517 2.7975
H -1.8247 -1.1393 -1.2663
H 0.4970 0.0844 6.2751
H -1.1456 2.3886 2.1144
H 1.0957 4.7734 -1.5001
```

Results
Energy above the lowest of the compared OMol25 structures with the same formula, charge and spin: 4.87 kcal/mol
HOMO energy: -14.44 eV
Total charge: +2
LUMO level: -8.18 eV
Orbital gap: 6.27 eV

Computed, not measured: the molecule C4H8N2O, with the ωB97M-V functional and the def2-TZVPD basis.

XYZ file:
```
15
Properties=species:S:1:pos:R:3
O 2.3693 -1.6572 0.1392
N 1.8627 0.0889 -1.2337
N -0.4293 0.6025 0.0752
C -1.6065 -0.0485 -0.4746
C 1.6754 -0.6963 -0.1447
C 0.5206 -0.2623 0.7539
C -1.7029 0.7942 0.7427
H 0.9519 0.2915 1.5969
H 1.2617 0.8857 -1.3837
H -2.1197 1.7972 0.6911
H 2.6475 -0.0936 -1.8385
H 0.0715 -1.1817 1.1605
H -1.6920 -1.1269 -0.3421
H -1.8552 0.2803 1.6918
H -1.9550 0.3262 -1.4339
```

Results
Energy above the lowest of the compared OMol25 structures with the same formula, charge and spin: 36.79 kcal/mol
HOMO energy: -9.59 eV
LUMO level: 1.02 eV
Orbital gap: 10.61 eV
Structure (SMILES): NC(=O)CN1CC1

Computed, not measured: a cluster of 9 separate species, C24H71N5O9 in total, with the ωB97M-V functional and the def2-TZVPD basis.

XYZ file:
```
109
Properties=species:S:1:pos:R:3
O 3.5278 -4.6100 1.1362
O 3.3847 2.7895 -3.4290
O -4.2619 -7.5895 1.1847
O 3.3526 0.3078 0.5452
O -1.3833 -1.2558 2.3513
O 1.9632 -1.6554 -2.9854
O -3.7867 2.4265 1.8037
O -3.4805 4.8234 -2.3953
O 3.7100 -0.3618 3.1845
N -1.4916 -8.1587 1.2527
N 5.8578 0.8933 -5.3799
N -3.7363 5.2900 2.0982
N -1.1366 3.5474 -4.0470
N 0.8197 -0.3589 -0.5207
C -4.5636 -7.3895 2.5498
C -4.0840 2.9951 3.0473
C -3.3938 -6.6733 0.5803
C -3.5525 6.0238 -1.6661
C 3.3271 -2.0392 -3.0021
C 0.2277 -0.2609 0.8242
C -0.8000 -1.3636 1.0483
C 2.8795 -3.3637 1.4068
C -2.2892 -2.2548 2.6907
C 4.0087 2.2621 -4.5896
C 5.3261 1.5844 -4.1896
C -0.2304 1.1450 1.1617
C -3.4198 4.4028 3.1943
C -2.1153 2.9825 -3.1037
C -1.4890 1.6613 -2.5810
C 4.5888 0.9269 0.1954
C -1.9475 -6.7810 1.0789
C -2.4519 3.9436 -1.9768
C 2.5067 1.8731 -2.7986
C 6.3708 2.6450 -3.8261
C 2.6684 0.3097 3.9481
C -3.8343 5.0346 4.5187
C -0.8894 -5.9779 0.3358
C -3.9132 1.0140 1.8319
H 0.1426 -6.0683 0.6678
H -2.9705 -2.4186 1.8459
H -4.3479 6.6090 -2.1249
H -4.8104 0.5840 2.2982
H 5.9829 3.3670 -3.0945
H 5.2606 0.1931 -0.2563
H -3.0348 0.7015 2.4026
H 4.1885 -0.7719 3.9130
H 5.2287 0.9262 -3.3207
H 6.8494 1.0353 -5.4789
H -3.4076 -6.8322 -0.5010
H -0.4631 1.8983 -2.2983
H -4.4780 -6.3468 2.8728
H -2.3087 -8.7559 1.3549
H -2.6651 6.6424 -1.8750
H 0.4259 1.9422 0.8040
H -3.7108 4.3870 5.3903
H -0.2832 -2.3217 0.9713
H 4.2499 3.1901 -5.1184
H -4.0022 0.5973 0.8279
H 4.5063 1.8019 -0.4457
H -3.0458 2.7716 -3.6344
H -1.9736 -6.3249 2.0836
H 4.2259 -4.7772 1.7708
H -1.1546 1.4943 0.6740
H -3.8052 2.4191 3.9394
H 5.0197 1.2315 1.1537
H 2.3045 -3.6788 2.2927
H -0.9502 -8.3010 2.0940
H -4.7402 5.2029 1.9502
H 2.0103 0.8366 3.2638
H -0.2517 3.7088 -3.5705
H -3.7706 -5.6511 0.6912
H -3.8985 -8.0549 3.1038
H -2.1304 1.2260 -1.8178
H 1.0644 -0.5594 1.4655
H -1.6305 -1.2670 0.3428
H 3.3110 1.6196 -5.1354
H 1.5305 1.9025 -3.3056
H -5.6008 -7.6294 2.7886
H 6.6048 3.2669 -4.6909
H 3.8171 -1.4889 -3.8130
H 3.3971 0.0209 1.4711
H 3.5004 -3.0895 -3.2388
H 7.2537 2.1863 -3.3812
H -2.3715 4.1168 3.0558
H 3.8496 -1.7089 -2.1015
H -4.8779 5.3414 4.4594
H -3.2953 5.0013 1.2354
H 2.2251 2.1695 -1.7892
H 1.6604 -1.6121 -2.0672
H 2.1759 -3.0542 0.6406
H -0.5145 1.2440 2.2123
H 2.8654 0.8480 -2.8995
H 0.4819 0.4220 -1.0708
H 3.4881 -2.5433 1.7893
H 5.4049 1.1993 -6.2297
H -1.4385 1.0039 -3.4474
H 1.8212 -0.2305 -0.3750
H -1.0666 -4.8944 0.3461
H -1.7959 -3.1843 3.0038
H -5.1667 3.1194 3.2084
H -3.5731 5.9260 -0.5802
H -2.8954 3.3205 -1.1832
H 2.1136 -0.3947 4.5702
H -1.4589 4.4986 -4.2339
H -2.8391 -1.8786 3.5563
H -1.5474 4.3856 -1.5453
H 3.1715 0.9992 4.6304
H -0.9392 -6.1891 -0.7375
H -3.1860 5.8817 4.7416
```

Results
Energy above the lowest of the compared OMol25 structures with the same formula, charge and spin: 102.28 kcal/mol
HOMO energy: -9.00 eV
LUMO level: 0.13 eV
Orbital gap: 9.13 eV
Structure (SMILES): COC[C@H](C)N.COC[C@H](C)N.COC[C@H](C)N.COC[C@H](C)N.COC[C@H](C)N.CO.CO.CO.CO

Computed, not measured: a structure of composition C38H35CuF15GeN2O3S4Si, with the ωB97M-V functional and the def2-TZVPD basis.

XYZ file:
```
100
Properties=species:S:1:pos:R:3
Ge -0.0675 -0.1241 -4.4879
Cu -0.4729 -0.4239 -0.3037
S -3.7770 -3.4758 -0.3248
S 0.9312 0.0322 1.5108
S -4.1233 2.7948 -1.0861
S -0.2243 0.5086 -2.3917
Si 0.8402 0.1151 3.6815
F 3.2199 -2.5491 -7.8854
F -2.8160 1.2705 -4.8399
F -5.5913 -2.2998 -6.0327
F 1.0180 -2.7815 -2.9127
F 0.9933 -1.0245 -7.2765
F 3.3955 -4.0897 -3.4675
F -3.4142 -3.9310 -6.2668
F 4.4690 -3.8802 -5.8847
F 1.5497 5.5500 -5.8947
F -5.2020 0.3678 -5.5292
F 2.6490 1.2614 -4.2814
F -0.9659 -3.0083 -5.9499
F 3.1965 3.9216 -4.3975
F -0.2600 4.4094 -7.5264
F -0.9491 1.8554 -7.2962
O 2.0699 1.1207 4.1819
O -0.5383 0.6401 4.2285
O 1.1531 -1.3760 4.2907
N -2.0023 -1.6272 -0.0847
N -2.2233 1.2918 -0.1249
C -1.4277 0.5558 5.3651
C 3.0382 2.4563 2.4873
C 0.3195 3.6697 -6.6162
C -1.9763 -2.1559 -5.6866
C 1.0431 3.3350 3.7277
C 1.3537 4.2468 -5.8578
C -2.8997 -0.0250 -5.1967
C -4.2359 -1.8397 -0.6026
C -4.3556 1.0841 -0.9594
C 2.3318 2.5250 3.8111
C -0.9842 -3.8493 -0.0328
C 3.3861 -3.1180 -5.6083
C -3.2336 0.4551 -0.5135
C 2.3865 -2.2169 4.4097
C 0.5605 1.5617 -5.4125
C -2.5402 2.5459 -0.3383
C 3.2967 3.0257 4.8893
C -0.7814 1.2508 6.5429
C -1.6334 3.6307 0.0521
C 1.7455 2.0667 -4.9415
C -3.2516 -2.6245 -5.9680
C -4.3715 -1.8117 -5.7853
C 2.7973 -2.3574 -6.6204
C 2.8127 -3.2405 -4.3711
C -1.6744 -0.9257 5.6680
C -2.7015 1.1925 4.9423
C 2.1137 3.4127 -5.0394
C 1.6510 -1.6262 -6.2599
C -4.1853 -0.4741 -5.4874
C -2.1300 -2.9443 -0.0894
C 3.1863 -1.5749 5.5470
C -3.1770 -0.9747 -0.3851
C 1.8480 -3.6095 4.7054
C 1.1940 -1.5104 -4.9622
C -0.0297 2.3293 -6.4292
C 1.6939 -2.4366 -4.0340
C 3.0872 -2.1130 3.1081
C -1.7765 -0.8390 -5.2122
H 3.8962 1.8061 2.5346
H -5.2185 0.6046 -1.3999
H -2.0860 4.1795 0.8694
H 2.6208 -1.5515 6.4540
H 0.4590 2.9976 2.8729
H -2.2189 -1.4084 4.8639
H 3.8908 -2.9181 3.1033
H 2.4292 -2.2669 2.2604
H -0.7022 3.2037 0.4377
H -5.2495 -1.5977 -0.8964
H -0.6960 2.3418 6.3782
H 3.6710 4.0656 4.6751
H 3.4036 -0.5333 5.3524
H 2.8888 3.0019 5.8886
H 4.2331 2.3846 4.9190
H -0.6993 -1.4112 5.8005
H -0.6831 -4.0485 1.0180
H 0.4420 3.1816 4.6108
H 3.3024 3.4881 2.1900
H 2.6995 -4.3073 4.7013
H 3.5402 -1.1380 2.9675
H -1.4263 4.3632 -0.7323
H -1.3976 1.1439 7.4284
H -2.2945 -0.9586 6.5857
H 1.2342 -3.8975 3.8631
H -3.0667 0.7152 4.0228
H -2.5587 2.2227 4.6606
H -0.1579 -3.2924 -0.5131
H -3.5201 1.1935 5.6184
H 4.1187 -2.1141 5.6815
H 1.2079 4.4030 3.6457
H 1.2488 -3.6615 5.6103
H 2.4066 2.0588 1.7197
H -1.2701 -4.8106 -0.4793
H 0.2149 0.9353 6.7930
```

Results
Energy above the lowest of the compared OMol25 structures with the same formula, charge and spin: 0.00 kcal/mol
HOMO energy (alpha / beta): -8.69 / -8.22 eV
2S+1: 2
LUMO level (alpha / beta): -0.43 / -2.37 eV
Orbital gap (alpha / beta): 8.26 / 5.86 eV

What is the energy above the lowest of the compared OMol25 structures with the same formula, charge and spin in the eighth record? 102.28 kcal/mol